Entry from the OMol25 dataset: an isolated molecule of C4H7N3O in a non-equilibrium geometry (ωB97M-V/def2-TZVPD).

Bonds (Å) are listed after each position.
Element x y z (Å)
1 O 1.686 -0.166 -1.937  N4 1.279, H15 1.167
2 N -1.745 -0.327 0.529  N3 1.443, C6 1.372, H10 0.950
3 N -0.867 -0.608 1.639  N2 1.443, C7 1.199
4 N 0.500 0.302 -1.855  O1 1.279, C5 1.314
5 C 0.161 0.430 -0.591  N4 1.314, C6 1.543, C8 1.527
6 C -1.283 0.764 -0.162  N2 1.372, C5 1.543, H11 1.057, H12 1.110
7 C 0.328 -0.512 1.601  N3 1.199, C8 1.398, H9 1.238
8 C 1.051 -0.278 0.427  C5 1.527, C7 1.398, H13 1.264, H14 1.227
9 H 0.698 -0.975 2.688  C7 1.238
10 H -2.640 -0.138 0.786  N2 0.950
11 H -1.213 1.788 0.091  C6 1.057
12 H -1.832 0.771 -1.128  C6 1.110
13 H 2.253 -0.057 0.751  C8 1.264
14 H 0.868 -1.427 0.038  C8 1.227
15 H 2.036 0.430 -2.877  O1 1.167

The HOMO energy is -8.805 eV. The HOMO-LUMO gap is 9.41 eV. Its LUMO energy is 0.60 eV. As for the SMILES: O/N=C1\CC=NNC1. Its total energy is -10772.474 eV. The calculation puts the energy above the lowest of the compared OMol25 structures with the same formula, charge and spin at 7.2738 eV. Its spin multiplicity is 1.

Here are the natural (NBO) charges for atoms 1 to 5, given in e: number 1, O, carries -0.516; number 2, N, carries -0.444; number 3, N, carries -0.287; number 4, N, carries -0.127; number 5, C, carries 0.189